(1)
{
  "formula": "C3H10NO2",
  "method": "wB97M-V/def2-TZVPD",
  "total_charge": -1,
  "gap_ev": 7.62,
  "energy_ev": -8857.07440,
  "symbols": ["C", "N", "C", "O", "C", "H", "H", "H", "H", "H", "H", "H", "H", "H", "H", "O"],
  "positions_angstrom": [[-1.226, -0.902, 0.306], [-1.205, 0.113, 1.409], [0.344, 0.645, 1.397], [0.830, 1.016, 0.203], [-0.986, -0.500, -1.222], [-2.312, -1.459, 0.471], [-0.438, -1.643, 0.551], [-1.845, 0.868, 1.135], [0.356, 1.549, 2.131], [0.979, -0.121, 1.980], [-1.464, 0.474, -1.391], [0.111, -0.257, -1.612], [-1.371, -1.346, -1.929], [2.950, 0.348, -1.921], [2.221, 0.895, -0.520], [3.056, 0.320, -0.987]],
  "lowdin_charge": [-0.34, -0.10, -0.45, -0.34, -0.16, 0.12, 0.08, 0.05, 0.07, 0.09, 0.04, 0.08, 0.06, -0.05, 0.06, -0.21]
}


(2)
{
  "formula": "C3H10NO2",
  "method": "wB97M-V/def2-TZVPD",
  "total_charge": -1,
  "gap_ev": 6.70,
  "energy_ev": -8857.79299,
  "symbols": ["C", "N", "C", "C", "O", "H", "H", "H", "H", "H", "H", "H", "H", "H", "H", "O"],
  "positions_angstrom": [[-0.695, -0.947, 1.189], [-0.121, 0.188, 0.544], [0.327, -0.015, -0.853], [1.832, -0.457, -0.744], [2.483, 0.456, 0.011], [-0.407, -1.917, 0.750], [-1.798, -0.963, 1.217], [-0.446, -0.949, 2.255], [0.773, 0.544, 0.946], [0.389, 0.940, -1.384], [-0.323, -0.733, -1.352], [2.348, -0.613, -1.725], [1.820, -1.497, -0.308], [-2.445, 2.068, -0.841], [-1.505, 1.616, 0.230], [-2.233, 2.281, 0.065]],
  "lowdin_charge": [-0.18, -0.18, -0.24, -0.53, -0.37, 0.07, 0.06, 0.07, 0.09, 0.09, 0.09, 0.07, 0.07, 0.00, 0.01, -0.12]
}


(3)
{
  "formula": "C3H10NO2",
  "method": "wB97M-V/def2-TZVPD",
  "total_charge": -1,
  "gap_ev": 7.66,
  "energy_ev": -8858.69439,
  "symbols": ["C", "O", "C", "C", "N", "H", "H", "H", "H", "H", "H", "H", "H", "H", "H", "O"],
  "positions_angstrom": [[0.420, -0.194, 0.809], [-0.283, -1.233, 1.328], [-0.429, 0.769, -0.041], [0.229, 2.134, -0.156], [-0.657, 0.197, -1.377], [1.238, -0.526, 0.124], [0.939, 0.406, 1.581], [-1.367, 0.898, 0.501], [1.224, 2.013, -0.581], [-0.344, 2.791, -0.803], [0.335, 2.589, 0.831], [-0.464, -0.794, -1.324], [-1.621, 0.308, -1.654], [0.071, -2.517, 0.821], [0.397, -3.350, -0.507], [0.313, -3.491, 0.446]],
  "lowdin_charge": [-0.44, -0.29, -0.47, -0.11, 0.02, 0.10, 0.09, 0.12, 0.06, 0.05, 0.06, 0.05, 0.05, -0.04, -0.03, -0.22]
}


(4)
{
  "formula": "C3H10NO2",
  "method": "wB97M-V/def2-TZVPD",
  "multiplicity": 2,
  "gap_ev": [10.18, 8.14],
  "energy_ev": -8855.66475,
  "symbols": ["C", "N", "C", "C", "O", "H", "H", "H", "H", "H", "H", "H", "H", "H", "H", "O"],
  "positions_angstrom": [[-0.095, -0.141, 1.983], [0.350, 0.331, 0.696], [-0.487, -0.064, -0.392], [-0.185, -1.529, -0.933], [-0.720, -2.359, -0.054], [0.705, -0.082, 2.717], [-0.454, -1.173, 1.981], [-0.880, 0.496, 2.373], [1.293, -0.009, 0.531], [-0.342, 0.593, -1.255], [-1.535, -0.019, -0.144], [0.907, -1.524, -0.982], [-0.583, -1.564, -1.948], [0.816, 2.625, -1.809], [0.567, 2.630, -0.295], [0.882, 3.185, -1.021]],
  "lowdin_charge": [-0.12, -0.12, -0.20, -0.33, 0.00, 0.08, 0.07, 0.08, 0.12, 0.10, 0.12, 0.11, 0.11, 0.03, 0.00, -0.07]
}


(5)
{
  "formula": "C3H10NO2",
  "method": "wB97M-V/def2-TZVPD",
  "total_charge": 1,
  "smiles": "[NH3+]C(CO)CO",
  "gap_ev": 11.33,
  "energy_ev": -8850.25820,
  "symbols": ["C", "O", "C", "C", "O", "N", "H", "H", "H", "H", "H", "H", "H", "H", "H", "H"],
  "positions_angstrom": [[-0.579, -0.515, 1.281], [-1.866, -1.161, 1.270], [-0.281, 0.286, -0.041], [1.222, 0.887, -0.085], [1.313, 1.381, -1.467], [-0.354, -0.695, -1.141], [0.249, -1.279, 1.373], [-0.354, 0.041, 2.162], [-2.188, -1.214, 2.238], [-1.053, 1.179, -0.287], [1.391, 1.527, 0.756], [1.833, -0.035, -0.096], [1.696, 2.321, -1.397], [-1.258, -0.923, -1.671], [0.122, -0.157, -1.895], [0.106, -1.644, -1.000]],
  "lowdin_charge": [-0.22, -0.07, -0.25, -0.13, -0.10, 0.17, 0.14, 0.12, 0.15, 0.21, 0.13, 0.13, 0.15, 0.21, 0.15, 0.21]
}


(6)
{
  "formula": "C3H10NO2",
  "method": "wB97M-V/def2-TZVPD",
  "total_charge": 1,
  "gap_ev": 10.15,
  "energy_ev": -8849.78341,
  "symbols": ["C", "C", "C", "N", "O", "O", "H", "H", "H", "H", "H", "H", "H", "H", "H", "H"],
  "positions_angstrom": [[2.081, 0.403, 0.268], [-2.177, -1.134, -0.646], [-1.232, -0.297, 0.364], [1.457, 1.704, 0.070], [-1.658, -2.362, -0.950], [-1.151, 0.867, 0.758], [3.151, 0.559, 0.438], [1.577, -0.087, 1.188], [-2.389, -0.622, -1.636], [-3.182, -1.047, -0.133], [1.892, -0.166, -0.550], [1.792, 2.276, 0.894], [-0.695, -1.060, 0.966], [1.550, 2.166, -0.862], [-1.448, -2.849, -0.134], [0.433, 1.649, -0.033]],
  "lowdin_charge": [-0.03, -0.24, -0.16, 0.12, -0.03, 0.00, 0.12, 0.14, 0.15, 0.15, 0.06, 0.20, 0.11, 0.19, 0.11, 0.11]
}


(7)
{
  "formula": "C3H10NO2P",
  "method": "wB97M-V/def2-TZVPD",
  "gap_ev": [7.22, 7.95],
  "energy_ev": -18143.31316,
  "symbols": ["C", "C", "C", "N", "O", "O", "P", "H", "H", "H", "H", "H", "H", "H", "H", "H", "H"],
  "positions_angstrom": [[-0.809, 2.256, 0.554], [0.870, 0.652, 1.173], [-2.397, -1.739, -0.159], [-0.327, 0.916, 0.359], [3.227, -2.422, -1.848], [-1.516, -1.124, -0.822], [-0.514, 0.099, -1.057], [-0.062, 3.093, 0.723], [-1.291, 2.656, -0.261], [-1.553, 2.283, 1.468], [1.766, 1.027, 0.674], [0.791, 0.881, 2.238], [1.187, -0.422, 0.989], [3.577, -2.109, -2.738], [-2.502, -1.549, 0.958], [-2.930, -2.689, -0.565], [2.482, -1.809, -1.686]],
  "lowdin_charge": [-0.19, -0.16, -0.13, -0.52, -0.11, -0.47, 0.88, 0.10, 0.02, 0.11, 0.07, 0.08, 0.07, 0.07, 0.08, 0.10, 0.01]
}


(8)
{
  "formula": "C3H10NO2PS",
  "method": "wB97M-V/def2-TZVPD",
  "smiles": "OP(O)S.C=NCC",
  "gap_ev": 9.58,
  "energy_ev": -28981.70580,
  "symbols": ["C", "C", "C", "N", "O", "O", "P", "S", "H", "H", "H", "H", "H", "H", "H", "H", "H", "H"],
  "positions_angstrom": [[2.886, -0.567, 0.409], [0.419, 1.126, -1.169], [1.432, -0.638, -0.056], [0.873, 0.678, -0.082], [-3.873, 0.529, 0.049], [-1.878, 1.000, 1.214], [-2.258, 0.459, -0.232], [-2.052, -1.636, -0.104], [3.667, -0.058, -0.161], [2.942, -0.115, 1.356], [3.279, -1.515, 0.301], [0.034, 2.072, -1.383], [-3.293, -1.702, 0.353], [0.368, 0.456, -2.193], [1.477, -1.064, -1.001], [0.901, -1.177, 0.780], [-3.952, 1.292, 0.506], [-0.972, 0.859, 1.415]],
  "lowdin_charge": [-0.09, -0.14, -0.31, -0.08, -0.30, -0.29, 0.46, 0.43, 0.08, 0.06, 0.04, 0.03, -0.20, 0.13, 0.08, 0.12, -0.03, 0.01]
}